Formula: C37H92CrFN6O11Y
Source: the Open Molecules 2025 dataset
Level of theory: ωB97M-V with the def2-TZVPD basis set

Calculated values
Multiplicity: 6
Charge: +3
M (g mol⁻¹): 957.1
Highest occupied orbital energy (alpha / beta) (Ha): -0.4889 / -0.4889
Kohn-Sham gap (alpha / beta) (eV): 4.385 / 4.389

Last column: Löwdin spin population.
Atoms and positions in Å:
Cr1 -0.4793 -2.2057 1.9625  3.888
Y1 -0.4180 1.4146 4.2058  0.001
C1 -3.3994 -5.6118 0.9377  0.010
C2 -2.5618 -5.4450 -0.3697  0.047
C3 -3.7368 -5.5635 -1.5017  0.003
C4 -3.1772 -5.2513 -2.8841  0.000
C5 -2.4498 -3.9568 -2.9488  0.001
C6 -1.3424 -3.7506 -1.8556  0.044
N1 -1.7730 -4.2457 -0.5476  0.572
O1 -0.8308 -3.9459 0.6201  0.222
C7 -1.2008 -2.2169 -1.7665  0.020
C8 0.0647 -4.3079 -2.3027  0.035
C9 -1.5693 -6.6520 -0.4271  0.051
H1 -2.8051 -5.5164 1.8465  0.000
H2 -4.0515 -6.4850 0.9162  0.000
H3 -4.1025 -4.7872 1.0547  0.000
H4 -4.4967 -4.8486 -1.1860  0.000
H5 -4.0513 -6.6071 -1.4949  0.000
H6 -3.9078 -5.2532 -3.6930  0.000
H7 -2.5967 -6.0850 -3.2792  0.000
H8 -3.1270 -3.1032 -2.9760  0.000
H9 -1.8367 -3.8457 -3.8432  0.000
H10 -2.0297 -1.8987 -1.1343  0.000
H11 -1.2803 -1.7519 -2.7491  0.001
H12 -0.1977 -2.0351 -1.3807  0.000
H13 -0.1329 -5.3675 -2.4649  0.000
H14 0.8072 -4.2123 -1.5106  0.001
H15 0.5778 -3.9841 -3.2083  0.003
H16 -1.0240 -6.6788 -1.3705  0.000
H17 -2.1507 -7.5722 -0.4853  0.007
H18 -0.7480 -6.7549 0.2821  0.002
C10 -0.7086 1.8061 -0.4739  0.001
C11 -0.3945 0.9992 0.7907  0.005
O2 -0.2815 1.6607 1.8612  0.002
O3 -0.3758 -0.2567 0.7428  0.030
H19 -1.6722 2.2944 -0.3282  0.000
H20 -0.6858 1.1061 -1.3092  0.000
H21 -0.0227 2.5449 -0.8885  0.000
F1 -0.4374 -0.8744 3.6497  0.031
C12 2.9092 -1.6285 1.2917  0.003
C13 2.4855 -3.0244 1.4310  0.003
C14 3.5637 -4.1134 1.6238  0.000
O4 2.9907 -5.3243 2.2317  0.001
C15 2.0591 -6.1207 1.4290  0.001
N2 1.5258 -3.1757 2.4401  0.005
H22 3.3088 -1.4504 0.2934  0.000
H23 3.7329 -1.3691 1.9569  0.000
H24 2.1133 -0.8838 1.2964  0.002
H25 1.9887 -3.2641 0.4908  0.001
H26 4.2629 -3.7054 2.3537  0.000
H27 4.1401 -4.2440 0.7080  0.000
H28 1.4014 -6.6614 2.1096  0.000
H29 2.6316 -6.8390 0.8422  0.000
H30 1.3468 -5.6209 0.7726  0.001
H31 1.8650 -3.0507 3.3832  0.002
H32 1.6068 -4.1772 2.3377  0.003
C16 0.9936 3.5861 -4.6080  0.000
C17 1.2694 2.1779 -5.2254  0.000
C18 1.2288 2.2819 -6.8468  0.000
O5 1.7720 1.0297 -7.2770  0.000
C19 1.6050 0.9869 -8.6965  0.000
N3 2.6076 1.7436 -4.8907  0.000
H33 1.9196 4.1434 -4.4664  0.000
H34 0.5374 3.4518 -3.6272  0.000
H35 0.2177 4.0429 -5.2224  0.000
H36 0.5313 1.4360 -4.9207  0.000
H37 1.8865 3.1072 -7.1195  0.000
H38 0.2097 2.5281 -7.1452  0.000
H39 0.5215 1.0701 -8.7804  0.000
H40 2.0069 0.0202 -8.9999  0.000
H41 2.0599 1.7942 -9.2706  0.000
H42 2.7460 1.1999 -4.0509  0.000
H43 2.8181 1.0546 -5.5984  0.000
C20 5.2546 2.5854 -1.2641  0.000
C21 3.7591 2.6789 -1.1764  0.000
C22 3.0316 1.2908 -1.2379  0.000
O6 3.1020 0.5750 -2.5039  0.000
C23 2.2833 -0.6002 -2.5324  0.000
N4 3.5088 3.2963 0.0673  0.000
H44 5.8781 3.4500 -1.0365  0.000
H45 5.4663 2.4814 -2.3283  0.000
H46 5.5421 1.6355 -0.8133  0.000
H47 3.3188 3.3466 -1.9169  0.000
H48 1.9949 1.4399 -0.9360  0.000
H49 3.5557 0.6434 -0.5348  0.000
H50 2.7811 -1.5107 -2.1988  0.000
H51 1.9170 -0.8874 -3.5180  0.000
H52 1.4010 -0.4744 -1.9048  0.000
H53 2.5536 3.5967 -0.0651  0.000
H54 4.0604 4.1375 -0.0233  0.000
C24 -4.4306 1.8595 3.3241  0.000
C25 -3.2731 2.4170 2.6541  0.000
C26 -3.5439 3.4900 1.5162  0.000
O7 -4.2456 4.6020 2.1520  0.000
C27 -4.4521 5.7408 1.3195  0.000
N5 -2.4615 2.9200 3.6468  0.000
H55 -5.1245 1.4534 2.5881  0.000
H56 -5.0317 2.6136 3.8322  0.000
H57 -4.1694 1.0008 3.9426  0.000
H58 -2.8611 1.5097 2.2124  0.000
H59 -4.0759 3.1496 0.6278  0.000
H60 -2.6081 3.8449 1.0845  0.000
H61 -3.6086 6.4284 1.2568  0.000
H62 -5.2430 6.4001 1.6771  0.000
H63 -4.4734 5.3693 0.2950  0.000
H64 -3.0142 2.9627 4.4911  0.000
H65 -2.6065 3.8819 3.3749  0.000
C28 2.0737 -1.2562 9.9848  0.000
O8 2.2944 -0.5689 8.7577  0.000
C29 1.6073 0.7313 8.6543  0.000
C30 1.6419 1.3816 7.2612  0.000
N6 0.9132 0.5600 6.2405  0.000
C31 1.7427 -0.5408 5.7564  0.000
C32 2.4774 -0.0713 4.5285  0.000
O9 1.7291 0.8832 3.6910  0.000
C33 2.6511 1.6210 2.8280  0.000
H66 2.8008 -2.0683 9.9881  0.000
H67 1.1515 -1.8220 9.8524  0.000
H68 1.9531 -0.7485 10.9417  0.000
H69 1.9617 1.5092 9.3307  0.000
H70 0.5658 0.4830 8.8584  0.000
H71 2.7056 1.5022 7.0560  0.000
H72 1.2523 2.3920 7.3853  0.000
H73 0.3420 0.0296 6.8827  0.000
H74 1.0486 -1.2976 5.3909  0.000
H75 2.5238 -0.9990 6.3632  0.000
H76 2.7843 -0.8580 3.8392  0.000
H77 3.3856 0.3183 4.9884  0.000
H78 3.2109 2.3430 3.4225  0.000
H79 2.0855 2.0143 1.9834  0.000
H80 3.4057 0.9231 2.4651  0.000
C34 -1.5860 4.9015 -1.7080  0.000
C35 -2.1300 5.7895 -2.8094  0.000
O10 -3.5111 5.3383 -2.9307  0.000
H81 -2.2467 5.1343 -0.8729  0.000
H82 -0.5663 5.2134 -1.4818  0.000
H83 -1.5767 3.8226 -1.8626  0.000
H84 -1.5036 5.7317 -3.6995  0.000
H85 -2.1589 6.7941 -2.3876  0.000
H86 -3.4570 4.5088 -3.4111  0.000
C36 -2.6203 1.1176 -4.5449  0.000
C37 -3.7579 2.2197 -4.5217  0.000
O11 -3.0275 3.3479 -4.7936  0.000
H87 -2.1989 1.0986 -5.5500  0.000
H88 -3.0959 0.1796 -4.2587  0.000
H89 -1.7643 1.2837 -3.8908  0.000
H90 -4.1841 2.3597 -3.5283  0.000
H91 -4.4527 1.9459 -5.3157  0.000
H92 -2.9129 3.6666 -5.6919  0.000